(1)
ORCA calculation (wB97M-V/def2-TZVPD) on a cluster of 2 separate species, C6H14N5O in total.

```
! RIJCOSX wB97M-V def2-TZVPD def2/J DEFGRID3
* xyz 1 1
C 2.274 -0.950 0.291
C -2.155 1.352 -0.036
C 2.045 -0.167 -0.681
C -0.449 -0.328 0.450
C 2.791 1.251 -0.665
C -1.128 -2.305 -0.427
N 2.918 -1.621 1.016
N -3.032 0.588 0.500
N -0.776 1.050 0.333
N -2.388 2.315 -1.028
N 0.058 -0.838 1.515
O -1.169 -0.900 -0.493
H 1.313 -0.246 -1.482
H 3.782 1.222 -1.007
H 2.909 1.519 0.403
H 2.196 2.055 -1.245
H -0.199 -2.861 -0.566
H -1.899 -2.674 -1.272
H -1.683 -2.591 0.488
H 2.699 -1.878 2.029
H -4.025 0.776 0.242
H -0.092 1.720 0.685
H -3.307 2.488 -1.331
H -1.726 2.987 -1.322
H 0.720 -0.220 2.059
H 0.322 -1.745 1.542
*
```

Output
Orbital gap (eV): 8.79
Max |F| (eV Å⁻¹): 7.26
Molecular weight (g/mol): 172.21

---

(2)
ORCA calculation (wB97M-V/def2-TZVPD) on a structure of composition C60H136Br2N7O2.

```
! RIJCOSX wB97M-V def2-TZVPD def2/J DEFGRID3
* xyz 5 1
C 0.622 3.585 0.764
O 0.039 2.301 0.948
C -1.327 2.154 0.907
C -1.612 0.887 1.712
N -0.815 -0.215 1.058
H -1.144 -0.317 0.049
H 0.166 -0.115 0.995
C -0.803 -1.679 1.622
C 0.229 -1.650 2.755
O 1.411 -1.334 2.160
C 2.498 -1.164 3.052
H 0.563 4.151 1.752
H 0.047 4.127 0.009
H 1.590 3.514 0.363
H -1.617 2.029 -0.165
H -1.793 3.138 1.311
H -2.577 0.464 1.912
H -1.219 1.000 2.724
H -0.540 -2.410 0.874
H -1.906 -1.858 1.839
H 0.341 -2.667 3.225
H -0.245 -0.952 3.469
H 2.452 -1.855 3.882
H 2.607 -0.124 3.429
H 3.409 -1.345 2.509
C 9.390 -0.562 3.265
C 9.552 0.347 2.090
C 10.836 1.118 1.957
C 10.683 1.843 0.621
N 11.799 2.657 0.105
C 11.881 4.027 0.874
C 12.326 4.978 -0.227
C 11.632 4.551 -1.501
C 11.345 3.032 -1.266
C 13.130 1.947 0.041
H 9.218 -0.063 4.171
H 10.177 -1.289 3.429
H 8.504 -1.204 3.155
H 8.710 1.072 2.015
H 9.403 -0.296 1.222
H 11.675 0.408 1.931
H 11.018 1.877 2.754
H 9.854 2.500 0.680
H 10.501 1.102 -0.134
H 12.589 3.840 1.641
H 10.909 4.287 1.219
H 13.439 4.961 -0.273
H 11.936 5.940 0.067
H 12.205 4.653 -2.411
H 10.698 5.045 -1.655
H 11.995 2.444 -1.953
H 10.279 2.877 -1.330
H 13.614 1.975 1.024
H 13.828 2.531 -0.524
H 13.040 0.933 -0.336
C -8.589 2.986 1.676
C -8.325 1.506 2.024
C -7.270 0.909 1.164
C -7.850 0.650 -0.162
N -6.828 0.079 -1.226
C -6.309 -1.367 -0.870
C -4.786 -1.383 -1.207
C -4.392 0.073 -1.007
C -5.608 0.910 -1.497
C -7.642 -0.119 -2.447
H -9.467 3.441 2.068
H -8.698 3.156 0.595
H -7.706 3.493 1.984
H -9.310 1.003 1.888
H -8.072 1.393 3.120
H -6.796 0.171 1.704
H -6.519 1.715 1.128
H -8.352 1.498 -0.598
H -8.520 -0.141 0.008
H -6.897 -2.032 -1.459
H -6.495 -1.519 0.204
H -4.531 -1.675 -2.222
H -4.252 -1.966 -0.490
H -3.498 0.303 -1.570
H -4.140 0.230 0.116
H -5.440 0.949 -2.584
H -5.790 1.950 -1.079
H -8.540 -0.658 -2.251
H -6.988 -0.671 -3.141
H -7.818 0.837 -2.889
C 3.065 -5.043 -9.773
C 2.973 -3.645 -10.385
C 3.284 -2.538 -9.353
C 2.814 -1.190 -9.756
N 3.249 -0.019 -8.898
C 2.595 -0.002 -7.557
C 2.591 1.396 -7.146
C 2.120 2.098 -8.405
C 2.822 1.316 -9.551
C 4.732 0.011 -8.815
H 2.329 -5.354 -8.975
H 4.022 -5.227 -9.355
H 2.933 -5.820 -10.475
H 2.041 -3.424 -10.814
H 3.650 -3.517 -11.284
H 4.342 -2.634 -9.114
H 2.697 -2.811 -8.419
H 1.746 -1.122 -9.681
H 3.069 -0.975 -10.808
H 3.027 -0.671 -6.834
H 1.581 -0.262 -7.760
H 3.575 1.721 -6.835
H 1.981 1.564 -6.317
H 2.417 3.149 -8.586
H 1.050 2.112 -8.556
H 3.746 1.780 -9.874
H 2.181 1.083 -10.449
H 5.009 1.036 -8.479
H 5.118 -0.169 -9.844
H 5.017 -0.729 -8.074
C 3.775 9.620 2.589
C 3.875 10.803 1.692
C 2.525 11.447 1.409
C 2.562 12.736 0.608
N 1.256 13.520 0.470
C 0.244 12.988 -0.472
C 0.738 13.316 -1.891
C 1.508 14.657 -1.682
C 1.581 14.851 -0.190
C 0.721 13.804 1.838
H 4.768 9.169 2.805
H 3.181 8.832 2.149
H 3.328 9.927 3.512
H 4.261 10.359 0.757
H 4.638 11.485 2.124
H 2.047 11.667 2.420
H 1.955 10.775 0.779
H 3.044 12.633 -0.418
H 3.259 13.336 1.166
H -0.667 13.580 -0.241
H 0.040 11.910 -0.335
H -0.186 13.551 -2.454
H 1.321 12.564 -2.408
H 0.973 15.551 -2.031
H 2.461 14.689 -2.299
H 0.776 15.544 0.170
H 2.543 15.234 0.102
H 0.517 12.805 2.311
H -0.246 14.335 1.791
H 1.411 14.298 2.507
C -1.182 -10.062 -1.679
C -1.687 -10.951 -0.435
C -0.859 -11.201 0.835
C -1.338 -12.481 1.578
N -1.208 -12.407 3.125
C -1.465 -13.705 3.765
C -1.904 -13.249 5.106
C -2.796 -11.992 4.944
C -2.304 -11.410 3.609
C 0.148 -11.895 3.501
H -2.291 -9.937 -1.629
H -1.610 -9.378 -2.596
H -0.213 -9.452 -1.551
H -1.343 -11.064 -2.034
H -2.905 -11.489 -0.624
H -1.391 -10.237 0.986
H 0.140 -10.791 0.915
H -0.802 -13.237 1.041
H -2.399 -12.605 1.418
H -0.610 -14.356 3.694
H -2.314 -14.187 3.296
H -1.275 -13.290 6.021
H -2.156 -14.164 5.763
H -2.815 -11.333 5.841
H -3.934 -12.140 5.035
H -1.847 -10.465 3.926
H -3.150 -11.266 2.953
H 0.557 -12.553 4.331
H 0.004 -10.861 3.947
H 0.779 -11.979 2.597
C -7.547 0.034 5.963
C -8.873 -0.746 6.082
C -8.619 -2.200 5.807
C -8.606 -2.449 4.301
N -7.945 -3.752 3.891
C -6.592 -3.872 4.497
C -5.817 -4.819 3.562
C -6.509 -4.650 2.135
C -7.653 -3.659 2.418
C -8.820 -4.913 4.302
H -7.106 -0.144 5.025
H -6.809 -0.300 6.671
H -7.739 1.131 6.123
H -9.602 -0.380 5.386
H -9.262 -0.639 7.122
H -9.477 -2.774 6.190
H -7.567 -2.311 6.076
H -8.122 -1.615 3.748
H -9.580 -2.549 3.838
H -6.588 -4.286 5.523
H -6.144 -2.882 4.590
H -5.857 -5.828 3.962
H -4.776 -4.559 3.477
H -6.799 -5.667 1.704
H -5.923 -4.191 1.373
H -8.573 -3.942 2.036
H -7.518 -2.678 2.141
H -9.594 -5.114 3.665
H -9.313 -4.670 5.253
H -8.294 -5.847 4.408
Br -4.394 -1.586 2.323
Br -0.908 0.970 -2.657
*
```

Output
Orbital gap (eV): 5.68
Max |F| (eV Å⁻¹): 6.85
Molecular weight (g/mol): 1147.60

---

(3)
ORCA calculation (wB97M-V/def2-TZVPD) on a structure of composition C2H2O3V.

```
! RIJCOSX wB97M-V def2-TZVPD def2/J DEFGRID3
* xyz 2 4
H 0.135 0.091 1.342
O -0.913 -1.087 -0.668
O 0.257 -1.706 -0.114
C -0.503 0.109 -0.145
C 0.728 -0.474 0.350
V 2.651 0.099 -0.127
O -0.968 1.194 -0.646
H -1.388 1.774 0.008
*
```

Output
Orbital gap (spin up / spin down) (eV): 8.49 / 9.23
Max |F| (eV Å⁻¹): 5.06
Molecular weight (g/mol): 124.98

---

(4)
ORCA calculation (wB97M-V/def2-TZVPD) on a structure of composition C3H4N4O.

```
! RIJCOSX wB97M-V def2-TZVPD def2/J DEFGRID3
* xyz 0 1
C -1.561 -0.161 0.034
C 2.213 -0.637 0.155
C 1.988 0.815 0.044
H -0.860 1.630 -0.067
H -2.934 1.558 0.071
H 3.202 -1.098 1.074
H 2.775 1.696 0.346
N -1.880 1.128 0.338
N 0.066 -0.124 -0.325
N 1.000 -1.132 -0.054
N 0.646 0.962 -0.358
O -2.106 -1.216 -0.004
*
```

Output
Orbital gap (eV): 10.04
Max |F| (eV Å⁻¹): 7.40
Molecular weight (g/mol): 112.09

---

(5)
ORCA calculation (wB97M-V/def2-TZVPD) on a structure of composition C35H42F10O32S.

```
! RIJCOSX wB97M-V def2-TZVPD def2/J DEFGRID3
* xyz 0 1
C 2.266 9.661 1.536
C 1.869 9.578 -0.001
C 0.563 10.419 -0.277
O -0.447 9.757 -1.037
C -0.846 8.513 -0.477
C -1.058 8.496 1.090
O -0.363 7.329 1.636
S -1.323 6.003 1.418
O -1.630 5.394 2.724
O -0.969 5.032 0.365
O -2.771 6.688 0.903
C -2.577 8.058 1.306
C -3.663 9.122 0.975
C -5.110 8.487 0.907
F -3.647 10.034 2.044
H 2.353 8.647 2.001
H 3.263 10.155 1.676
H 1.531 10.242 2.141
H 2.709 10.054 -0.574
H 1.829 8.522 -0.344
H 0.876 11.302 -0.896
H 0.152 10.877 0.666
H -0.143 7.696 -0.800
H -1.831 8.242 -0.940
H -1.034 9.439 1.672
H -2.607 7.977 2.435
H -3.505 9.672 0.020
H -5.814 9.350 0.984
H -5.252 7.882 -0.009
H -5.207 7.875 1.837
C -8.939 5.918 -1.623
C -8.642 6.133 -0.169
O -7.602 7.096 -0.197
C -7.802 7.825 -1.333
O -7.294 8.874 -1.551
O -8.661 7.201 -2.180
F -8.171 5.001 0.409
H -8.282 5.174 -2.078
H -9.974 5.629 -1.801
H -9.483 6.520 0.412
C 1.161 2.619 1.651
C 1.672 2.627 0.243
O 2.660 1.607 0.264
C 2.262 0.722 1.215
O 2.697 -0.382 1.324
O 1.305 1.246 2.018
F 2.267 3.804 -0.061
H 1.764 3.237 2.320
H 0.123 2.939 1.720
H 0.918 2.392 -0.512
C 3.532 -1.761 -1.506
C 4.114 -1.001 -2.659
O 4.538 -2.033 -3.532
C 3.705 -3.085 -3.303
O 3.591 -4.018 -4.028
O 3.015 -2.930 -2.142
F 5.194 -0.279 -2.279
H 4.288 -2.051 -0.771
H 2.744 -1.210 -0.998
H 3.403 -0.351 -3.176
C 3.749 -4.305 1.266
C 3.314 -3.694 2.562
O 4.428 -3.909 3.407
C 5.517 -3.931 2.588
O 6.637 -3.826 2.962
O 5.156 -4.079 1.283
F 2.240 -4.350 3.078
H 3.555 -5.380 1.222
H 3.283 -3.828 0.405
H 3.099 -2.623 2.504
C -1.160 -4.846 3.488
C -1.662 -4.064 2.313
O -3.034 -3.883 2.616
C -3.117 -3.875 3.978
O -4.058 -3.484 4.587
O -1.986 -4.362 4.548
F -1.561 -4.779 1.161
H -1.312 -5.921 3.373
H -0.109 -4.661 3.694
H -1.184 -3.090 2.182
C 0.694 -4.458 8.857
C 0.160 -3.342 8.010
O 0.506 -3.750 6.699
C 0.526 -5.110 6.724
O 0.515 -5.795 5.754
O 0.553 -5.585 7.995
F 0.787 -2.171 8.283
H 1.749 -4.323 9.110
H 0.127 -4.594 9.777
H -0.922 -3.203 8.076
C -3.098 -6.590 -1.220
C -2.529 -5.827 -2.378
O -2.119 -6.855 -3.261
C -2.952 -7.905 -3.024
O -3.077 -8.836 -3.752
O -3.626 -7.754 -1.855
F -1.441 -5.108 -2.009
H -2.335 -6.886 -0.497
H -3.880 -6.040 -0.699
H -3.245 -5.173 -2.884
C 5.281 -3.550 -7.006
C 5.006 -2.193 -7.582
O 6.246 -1.840 -8.166
C 6.839 -3.014 -8.523
O 7.757 -3.098 -9.270
O 6.242 -4.076 -7.922
F 4.709 -1.293 -6.609
H 5.719 -3.500 -6.007
H 4.391 -4.176 -6.968
H 4.224 -2.176 -8.346
C -0.104 -11.032 -3.606
C 1.101 -10.300 -4.117
O 1.747 -9.888 -2.926
C 1.424 -10.817 -1.983
O 1.989 -10.945 -0.948
O 0.375 -11.584 -2.380
F 0.747 -9.200 -4.825
H -0.943 -10.363 -3.401
H -0.438 -11.815 -4.286
H 1.784 -10.914 -4.711
*
```

Output
Orbital gap (eV): 10.54
Max |F| (eV Å⁻¹): 4.51
Molecular weight (g/mol): 1196.74

---

(6)
ORCA calculation (wB97M-V/def2-TZVPD) on a cluster of 7 separate species, C12H40N2O9 in total.

```
! RIJCOSX wB97M-V def2-TZVPD def2/J DEFGRID3
* xyz 0 1
C 6.591 -2.539 -5.847
O 6.282 -2.048 -4.568
C 5.837 -0.719 -4.602
C 4.839 -0.403 -3.508
N 3.676 -1.316 -3.828
C 2.950 -1.502 -2.555
C 2.176 -0.200 -2.061
O 2.970 0.929 -1.750
C 2.169 2.008 -1.268
H 6.865 -3.594 -5.817
H 7.352 -1.967 -6.378
H 5.682 -2.530 -6.448
H 5.369 -0.491 -5.560
H 6.651 0.002 -4.534
H 4.482 0.624 -3.428
H 5.336 -0.603 -2.559
H 4.053 -2.189 -4.168
H 3.587 -1.962 -1.800
H 2.153 -2.143 -2.934
H 1.723 -0.460 -1.105
H 1.241 0.055 -2.560
H 1.350 1.763 -0.593
H 1.855 2.709 -2.041
H 2.798 2.695 -0.701
C -3.282 -0.878 1.474
O -2.902 -0.117 2.582
C -2.773 1.240 2.228
C -2.298 2.014 3.377
N -3.363 2.367 4.389
C -2.737 2.987 5.560
C -3.828 3.099 6.659
O -3.049 2.897 7.840
C -3.597 2.031 8.735
H -2.554 -0.839 0.664
H -4.293 -0.653 1.131
H -3.535 -1.907 1.732
H -3.709 1.655 1.854
H -1.977 1.473 1.521
H -2.055 2.965 2.903
H -1.422 1.586 3.865
H -4.037 2.928 3.888
H -2.226 3.936 5.398
H -2.044 2.288 6.029
H -4.627 2.358 6.626
H -4.207 4.121 6.686
H -4.561 2.364 9.119
H -2.945 1.769 9.568
H -3.887 1.093 8.260
O -1.839 1.008 -2.096
H -2.086 1.830 -2.520
H -1.787 0.375 -2.812
O -3.574 -2.899 -1.633
H -3.524 -3.747 -1.191
H -3.068 -3.017 -2.436
O 0.141 -4.404 -0.826
H -0.609 -4.997 -0.780
H -0.247 -3.530 -0.881
O -1.004 -0.543 -3.941
H -0.552 -0.805 -4.743
H -0.877 -1.280 -3.343
O -0.728 -1.884 -1.363
H -0.661 -0.938 -1.494
H -1.666 -2.068 -1.416
*
```

Output
Orbital gap (eV): 8.54
Max |F| (eV Å⁻¹): 3.05
Molecular weight (g/mol): 356.46
SMILES string: COCCNCCOC.COCCNCCOC.O.O.O.O.O